(1)
C38H74F15N4O15S5 | wB97M-V/def2-TZVPD

Calculated values
Total energy, Eh: -6328.55726
Energy relative to the best compared isomer or geometry (same formula, charge and spin), kJ/mol: 876.3
HOMO energy, eV: -5.4234
Lowest unoccupied orbital energy, eV: -0.045
Charge: -1
Strongest force on any atom, eV/A: 4.6

Structure (XYZ):
```
151
C38H74F15N4O15S5 (wB97M-V/def2-TZVPD)
C -7.10 -1.19 -1.43
C -6.39 -2.09 -0.46
C -7.23 -3.28 -0.02
N -7.08 -3.64 1.44
C -5.74 -4.32 1.72
C -7.26 -2.43 2.36
C -7.75 -3.02 3.74
C -8.49 -4.36 3.36
C -8.27 -4.53 1.96
H -7.00 -1.49 -2.48
H -6.65 -0.21 -1.28
H -8.11 -0.84 -1.26
H -6.11 -1.44 0.38
H -5.45 -2.56 -0.75
H -7.37 -4.16 -0.65
H -8.21 -2.82 0.08
H -5.00 -3.54 1.53
H -5.61 -5.27 1.22
H -5.60 -4.51 2.79
H -6.29 -1.92 2.46
H -7.91 -1.70 1.87
H -6.97 -3.09 4.51
H -8.47 -2.32 4.17
H -8.20 -5.25 3.92
H -9.57 -4.34 3.49
H -8.03 -5.56 1.68
H -9.11 -4.33 1.30
C 6.01 -3.80 7.88
C 5.95 -4.40 6.51
C 6.69 -3.56 5.45
N 6.03 -3.77 4.04
C 7.05 -3.11 3.04
C 4.54 -3.31 3.94
C 3.86 -4.17 2.94
C 4.52 -5.52 3.11
C 5.99 -5.25 3.65
H 7.07 -3.84 8.11
H 5.41 -4.35 8.60
H 5.55 -2.81 7.77
H 4.86 -4.42 6.52
H 6.30 -5.43 6.47
H 7.74 -3.86 5.34
H 6.50 -2.51 5.67
H 6.59 -3.01 2.05
H 7.97 -3.68 2.91
H 7.45 -2.17 3.43
H 4.57 -2.30 3.54
H 4.10 -3.51 4.92
H 3.84 -3.58 2.02
H 2.79 -4.32 3.10
H 4.40 -6.00 2.13
H 3.95 -6.15 3.79
H 6.57 -5.56 2.78
H 6.34 -5.90 4.45
C 0.94 5.60 2.25
C 0.97 7.13 2.03
C 2.26 7.89 2.41
N 2.34 9.41 1.92
C 1.07 10.21 2.11
C 2.90 9.54 0.50
C 4.45 9.32 0.61
C 4.79 9.62 2.02
C 3.52 9.99 2.69
H 0.95 5.41 3.32
H 1.80 5.07 1.84
H 0.02 5.16 1.86
H 0.13 7.62 2.53
H 0.65 7.30 1.00
H 3.17 7.48 1.97
H 2.22 7.90 3.50
H 0.92 10.17 3.19
H 0.40 9.64 1.47
H 1.26 11.21 1.72
H 2.74 10.60 0.30
H 2.37 8.89 -0.19
H 4.96 9.98 -0.08
H 4.60 8.28 0.32
H 5.50 10.44 2.05
H 5.22 8.73 2.48
H 3.36 11.06 2.80
H 3.58 9.64 3.72
C -2.11 -2.71 -5.42
C -0.96 -2.29 -4.52
C -1.10 -0.98 -3.75
N 0.01 -0.71 -2.66
C -0.11 0.73 -2.10
C 0.35 1.85 -3.09
C 1.62 1.58 -3.87
C 1.69 0.09 -4.34
C 1.44 -0.89 -3.20
C -0.16 -1.64 -1.47
H -3.10 -2.84 -4.96
H -2.01 -3.58 -6.07
H -2.26 -1.86 -6.08
H 0.01 -2.49 -4.98
H -1.03 -2.99 -3.69
H -2.03 -1.05 -3.17
H -1.18 -0.11 -4.40
H -1.11 0.90 -1.72
H 0.64 0.60 -1.32
H -0.49 1.97 -3.78
H 0.39 2.75 -2.48
H 1.66 2.29 -4.69
H 2.55 1.71 -3.31
H 1.12 -0.13 -5.24
H 2.70 -0.13 -4.67
H 1.59 -1.93 -3.48
H 2.24 -0.71 -2.47
H -1.14 -1.41 -1.06
H 0.61 -1.35 -0.76
H -0.10 -2.71 -1.67
C -0.62 -0.16 4.86
F 0.15 -0.89 5.63
F -1.29 0.73 5.60
F 0.07 0.42 3.87
S -1.87 -1.31 3.91
O -1.05 -2.39 3.39
O -2.88 -1.77 4.85
O -2.39 -0.43 2.86
C -2.53 -9.07 -3.35
F -1.88 -7.90 -3.20
F -1.72 -9.87 -4.05
F -2.88 -9.63 -2.18
S -4.22 -8.68 -4.35
O -3.60 -8.06 -5.56
O -4.96 -9.91 -4.42
O -4.95 -7.68 -3.57
C 1.02 8.02 -4.43
F 1.81 8.51 -5.42
F 0.16 7.06 -4.86
F 1.75 7.46 -3.47
S 0.18 9.61 -3.72
O -0.68 10.29 -4.75
O -0.50 9.20 -2.50
O 1.30 10.48 -3.33
C -4.86 2.38 -6.23
F -4.52 2.63 -4.95
F -3.72 2.63 -6.92
F -5.30 1.10 -6.46
S -6.19 3.61 -6.75
O -5.54 4.90 -6.83
O -6.74 2.99 -7.94
O -7.18 3.62 -5.67
C 7.17 -4.35 -2.80
F 6.89 -3.08 -2.48
F 8.21 -4.48 -3.66
F 7.40 -5.00 -1.63
S 5.59 -5.29 -3.66
O 5.05 -4.35 -4.72
O 6.13 -6.49 -4.32
O 4.73 -5.61 -2.52
```

(2)
C3H10NSi | wB97M-V/def2-TZVPD

Calculated values
Total energy, Eh: -464.14457
Energy relative to the best compared isomer or geometry (same formula, charge and spin), kJ/mol: 272.9
HOMO energy, eV: -14.3417
Lowest unoccupied orbital energy, eV: -6.867
Charge: +1
Strongest force on any atom, eV/A: 4.5

Structure (XYZ):
```
15
C3H10NSi (wB97M-V/def2-TZVPD)
C 0.95 -0.17 2.35
C 1.03 0.42 1.08
C 0.71 0.02 -0.17
N -1.64 -1.35 -0.22
Si 0.47 1.32 -1.67
H 1.36 0.29 3.18
H 0.19 -0.86 2.45
H 1.24 1.51 1.11
H 0.93 -0.98 -0.53
H -1.14 -1.60 0.61
H -1.66 -2.05 -1.05
H -2.59 -1.07 -0.06
H 1.89 1.44 -2.22
H -0.31 0.55 -2.58
H 0.03 2.59 -1.21
```

(3)
C20H22N2O2S | wB97M-V/def2-TZVPD

Calculated values
Total energy, Eh: -1433.44681
Energy relative to the best compared isomer or geometry (same formula, charge and spin), kJ/mol: 311.5
Structure (SMILES): COc1ccc2cc([C@H](C)c3nnc(SC4CCCC4)o3)ccc2c1
HOMO energy, eV: -7.9770
Lowest unoccupied orbital energy, eV: 0.345
Strongest force on any atom, eV/A: 3.6

Structure (XYZ):
```
47
C20H22N2O2S (wB97M-V/def2-TZVPD)
N 3.01 -0.73 -0.79
N 2.62 0.54 -0.60
O 0.84 -0.64 -1.16
O -6.07 2.94 3.52
S 1.83 -3.03 -1.72
C 1.95 -1.39 -1.16
C 1.29 0.56 -0.76
C -1.77 1.05 -0.39
C -3.85 3.93 3.19
C -4.83 2.95 2.91
C -0.74 1.94 -0.09
C -3.00 1.06 0.24
C -2.59 3.88 2.52
C -4.56 2.06 1.86
C -1.02 2.88 0.95
C -3.30 2.02 1.20
C -2.30 2.94 1.56
C -6.10 3.25 4.92
C 0.44 2.16 -2.25
C 0.59 1.88 -0.80
C 5.19 -4.60 -2.80
C 4.09 -5.64 -2.60
C 4.61 -3.29 -2.36
C 3.45 -5.22 -1.32
C 3.49 -3.70 -1.30
H -1.61 0.27 -1.13
H -4.03 4.69 3.97
H -3.76 0.32 -0.03
H -1.81 4.57 2.87
H -5.29 1.32 1.57
H -0.20 3.56 1.26
H -5.73 4.24 5.20
H -7.13 3.21 5.25
H -5.55 2.49 5.50
H -0.03 3.14 -2.35
H 1.40 2.14 -2.78
H -0.24 1.44 -2.72
H 1.30 2.62 -0.39
H 5.56 -4.61 -3.84
H 6.03 -4.87 -2.11
H 3.36 -5.58 -3.42
H 4.47 -6.66 -2.55
H 5.43 -2.71 -1.89
H 4.20 -2.72 -3.15
H 2.49 -5.68 -1.15
H 4.03 -5.64 -0.52
H 3.82 -3.34 -0.34
```